Record 1
A molecular structure, C11H6ClN2O4PdS3Sb. Source: the Open Molecules 2025 dataset; level of theory: ωB97M-V with the def2-TZVPD basis set.

```
29
Properties=species:S:1:pos:R:3
Pd -0.04632 0.72950 0.21389
O 4.28049 -0.47798 3.95851
C 4.77738 -0.47048 2.74115
O 5.95826 -0.60699 2.52090
C 3.81581 -0.26409 1.61361
C 4.16634 -0.23077 0.27601
Cl 5.66810 -0.46070 -0.47912
N 3.05427 -0.01143 -0.45819
N 1.98466 0.08524 0.34932
C 2.41548 -0.06478 1.59130
C 1.35893 -0.01186 2.67850
O 1.72114 -0.21148 3.84889
O 0.18433 0.21029 2.28725
C 2.91838 -0.01001 -1.88117
C 2.19795 -1.03024 -2.47636
C 2.05162 -1.03265 -3.85403
C 2.62775 -0.02739 -4.61529
C 3.35099 0.98730 -4.00260
C 3.49842 1.00219 -2.62563
H 3.27424 -0.31500 3.97327
H 1.73874 -1.79200 -1.86070
H 1.46869 -1.81017 -4.32857
H 2.50122 -0.02527 -5.68994
H 3.78879 1.77824 -4.59684
H 4.04103 1.79448 -2.12765
S -3.23935 3.57243 -2.84516
Sb -1.56373 3.43525 -1.34944
S -2.14131 1.38976 0.07184
S -0.33321 1.36183 -1.93888
```

The charge is -1. The expectation value of S² is 0.7593. The HOMO-LUMO gap (alpha / beta) comes out at 7.222 / 5.700 eV. The multiplicity is 2. The calculation puts the largest force on an atom at 0.0161 Eh/bohr.

---

Record 2
A molecular structure, C20H27N2O4PPt. Source: the Open Molecules 2025 dataset; level of theory: ωB97M-V with the def2-TZVPD basis set.

```
55
Properties=species:S:1:pos:R:3
C 0.43720 2.95943 -3.29614
C -0.79426 2.48675 -2.87226
C -0.93438 1.34053 -2.07404
C 0.18321 0.59814 -1.70358
C 1.43710 1.13008 -2.00766
C 1.55115 2.27655 -2.81546
C -2.32780 0.97130 -1.64844
C -2.51971 -0.49404 -1.26449
N -2.13708 -1.50582 -2.24569
Pt 0.01461 -1.25930 -0.63766
C 2.66810 0.48920 -1.42450
P 2.22979 -1.20930 -0.84809
H -1.69445 3.01483 -3.15459
H 2.53563 2.64482 -3.09115
H 0.51514 3.82055 -3.96765
H 3.02339 1.06420 -0.54989
H 3.50116 0.45515 -2.14473
H -2.52555 1.52158 -0.70960
H -3.07672 1.26273 -2.41201
H -1.86497 -0.74132 -0.36169
C 3.29647 -1.51484 0.55802
C 2.75556 -2.22843 -2.24666
H -3.56165 -0.65050 -0.94919
C -1.73247 -1.13252 -3.60895
C -3.01172 -2.68590 -2.19201
H 0.04963 -2.37591 0.56318
H -2.32910 -1.71094 -4.33335
H -1.84719 -0.05907 -3.79411
H -0.67443 -1.42072 -3.71893
H -3.37339 -2.91531 -3.20512
H -2.43717 -3.53531 -1.79737
H -3.87609 -2.49347 -1.53347
H 3.85085 -2.24352 -2.30069
H 2.35965 -3.23213 -2.05521
H 2.32825 -1.85146 -3.18633
H 4.34444 -1.43222 0.23139
H 3.05456 -0.78651 1.34459
H 3.06075 -2.53523 0.89115
H -0.05073 -2.21138 -1.98243
O -1.40554 1.41116 1.14964
C -0.42828 0.85565 1.66480
O 0.45689 0.05453 1.12769
C -0.19768 1.08690 3.15163
C -1.18123 1.74566 3.91522
C -1.09906 1.76175 5.30155
C -0.00983 1.12238 5.93325
C 1.05666 0.59705 5.17623
C 0.95558 0.58527 3.78994
N -0.09071 0.83024 7.32224
O -1.10535 1.21249 7.95109
O 0.83466 0.17994 7.85962
H -2.01805 2.21319 3.40349
H -1.87665 2.21009 5.90970
H 1.91431 0.16232 5.68587
H 1.76651 0.16068 3.20290
```

The charge is +2. The expectation value of S² is 6.0799. The HOMO-LUMO gap (alpha / beta) comes out at 4.535 / 3.966 eV. The multiplicity is 5. The calculation puts the largest force on an atom at 0.0866 Eh/bohr.

---

Record 3
C5H13N in the gas phase. Source: the Open Molecules 2025 dataset; level of theory: ωB97M-V with the def2-TZVPD basis set.

```
19
Properties=species:S:1:pos:R:3
C 0.78453 1.46062 -0.96275
C 0.53808 0.05931 -0.37941
C 1.76598 -0.34168 0.45233
N -0.74449 0.15512 0.37092
C -1.83614 -0.06709 -0.58577
C -0.81455 -0.95145 1.33858
H 1.71220 1.91430 -0.59971
H 0.05005 2.24366 -0.77727
H 0.96311 1.40192 -2.04882
H 0.39810 -0.69329 -1.16729
H 2.62241 -0.01172 -0.12272
H 1.75661 0.23332 1.37928
H 1.72385 -1.39018 0.74354
H -2.00324 -1.12845 -0.77700
H -1.65835 0.47254 -1.51367
H -2.74356 0.38388 -0.17821
H -0.39814 -1.88301 0.95828
H -1.84814 -1.15988 1.61930
H -0.26831 -0.69793 2.25038
```

As for the SMILES: CC(C)N(C)C. The charge is 0. The HOMO-LUMO gap comes out at 9.899 eV. The calculation puts the largest force on an atom at 0.0317 Eh/bohr. The value obtained for the energy above the lowest of the compared OMol25 structures with the same formula, charge and spin is 24.62 kcal/mol.

---

> Look up the charge of the second one.

+2